Run one
8
Properties=species:S:1:pos:R:3:lowdin_charge:R:1 method="wB97M-V/def2-TZVPD" total_charge=-1 e_lumo_ev="4.211 / 4.162" homo_lumo_gap_ha="0.275 / 0.271" multiplicity=1 homo_energy_ev="-3.28 / -3.23"
C -0.0163 0.5090 0.0360 -0.36
N 1.0409 1.1503 -0.0746 -0.05
N 1.1228 -1.4961 -0.0108 0.08
N 2.2872 0.4397 -0.1063 -0.14
N 2.0512 -0.7759 -0.0631 -0.32
N -2.2587 0.0673 0.5273 -0.07
N -1.1988 0.2558 -0.1830 -0.13
H -3.0283 -0.1502 -0.1256 -0.02

***

Run two
8
Properties=species:S:1:pos:R:3:lowdin_charge:R:1 method="wB97M-V/def2-TZVPD" total_charge=-1 e_lumo_ev="4.078 / 4.080" homo_lumo_gap_ha="0.288 / 0.288" multiplicity=1 homo_energy_ev="-3.76 / -3.76"
C 0.0637 -0.2527 0.0387 -0.43
N 1.0195 -1.1279 0.0135 -0.05
N 0.9691 1.2410 -0.0511 0.00
N 2.2152 -0.5578 -0.0065 -0.17
N 2.1015 0.7505 -0.1139 -0.25
N -2.1300 0.3341 0.3385 0.00
N -1.2124 -0.4101 -0.1457 -0.10
H -3.0265 0.0229 -0.0736 0.01

***

Run three
8
Properties=species:S:1:pos:R:3:lowdin_charge:R:1 method="wB97M-V/def2-TZVPD" total_charge=-1 e_lumo_ev=4.563 homo_lumo_gap_ha=0.279 multiplicity=1 homo_energy_ev=-3.03
C -0.7356 -1.0091 1.4296 -0.42
N -0.0094 -0.5454 2.4465 -0.17
N -1.3434 0.0934 0.7824 -0.12
N -0.0918 0.7812 2.3796 -0.20
N -0.8316 1.1932 1.4072 -0.15
N -0.4570 -1.7748 -1.8569 0.01
N -0.8799 -0.8226 -2.2996 -0.01
H -1.9285 0.2005 -0.0216 0.04

***

Run four
8
Properties=species:S:1:pos:R:3:lowdin_charge:R:1 method="wB97M-V/def2-TZVPD" total_charge=-1 e_lumo_ev="3.949 / 3.904" homo_lumo_gap_ha="0.276 / 0.276" multiplicity=1 homo_energy_ev="-3.57 / -3.60"
C 0.0442 1.5382 1.1609 -0.34
N -0.3225 2.4395 2.0040 -0.05
N 0.9154 2.9946 -0.1054 0.03
N 0.1281 3.8235 1.7802 -0.15
N 0.7049 3.8689 0.6946 -0.33
N 0.4860 -0.5680 0.1710 -0.07
N -0.2468 0.4748 0.4945 -0.14
H -0.2404 -1.3110 -0.2937 0.04

***

Most stable pick: run three. Distance to second place: 43.3 kcal/mol.

***

Run one
18
Properties=species:S:1:pos:R:3:lowdin_charge:R:1 method="wB97M-V/def2-TZVPD" e_lumo_ev=0.601 homo_lumo_gap_ha=0.336 smiles=NCCCN.O multiplicity=1 homo_energy_ev=-8.53
C 0.5416 1.7511 -0.1026 -0.21
C 1.1050 0.3127 0.4314 -0.19
C 0.6258 -0.9290 -0.4024 -0.28
N 1.0717 -2.3400 -0.0188 -0.03
N -0.4105 1.9718 -1.3049 -0.03
H 1.4608 2.4865 -0.2103 0.11
H 0.0621 2.1886 0.7360 0.06
H 0.7532 0.1987 1.4078 0.06
H 2.2258 0.2333 0.3541 0.10
H -0.4518 -0.8506 -0.2533 0.06
H 0.9975 -0.6701 -1.5244 0.14
H 1.7338 -2.7371 -0.7309 0.07
H 0.3948 -3.0710 0.0862 0.03
H -0.7940 1.2558 -1.9283 0.05
H -1.1282 2.6362 -1.1467 0.02
H -2.3910 -0.2688 2.1220 0.05
H -3.1286 -0.7908 0.9913 0.01
O -2.2496 -0.6053 1.2255 -0.03

***

Run two
18
Properties=species:S:1:pos:R:3:lowdin_charge:R:1 method="wB97M-V/def2-TZVPD" e_lumo_ev=1.006 homo_lumo_gap_ha=0.364 smiles=CNCCN.O multiplicity=1 homo_energy_ev=-8.91
N 0.2150 1.9004 -0.7290 -0.02
C -0.8439 1.7108 0.3661 -0.22
C -0.9922 0.1967 0.5749 -0.24
N 0.3458 -0.5247 0.7571 -0.16
C 0.1360 -1.8687 1.3173 -0.14
H 0.7374 2.7957 -0.5141 0.08
H -0.1671 1.8764 -1.6611 0.05
H -0.2987 2.0498 1.2879 0.11
H -1.7403 2.2396 0.2323 0.08
H -1.6955 -0.0793 1.3549 0.10
H -1.4221 -0.3339 -0.2606 0.10
H 0.8294 0.0210 1.5198 0.11
H -0.2539 -1.8174 2.2964 0.05
H -0.5837 -2.3808 0.6732 0.08
H 1.1295 -2.3874 1.4108 0.09
H 0.8167 -0.6030 -1.3452 -0.02
H 1.8276 -1.1758 -2.2449 0.03
O 0.8870 -1.2585 -2.0619 -0.09

***

Run three
18
Properties=species:S:1:pos:R:3:lowdin_charge:R:1 method="wB97M-V/def2-TZVPD" e_lumo_ev=0.919 homo_lumo_gap_ha=0.377 smiles=CCO.NCN multiplicity=1 homo_energy_ev=-9.33
C -1.0855 1.1699 -1.0902 -0.31
O -1.1098 1.4228 -2.4936 -0.10
C -0.1741 2.2664 -0.4612 -0.09
H -2.0721 1.3511 -0.6661 0.11
H -0.5742 0.2271 -0.9118 0.08
H -1.4805 0.6254 -2.9093 0.09
H -0.4172 3.1578 -1.0377 0.07
H -0.3913 2.3798 0.5918 0.06
H 0.8677 1.9929 -0.6079 0.06
N 0.5098 -2.0698 0.2081 -0.01
C 0.6316 -1.0397 1.2646 -0.36
N 1.0830 -1.5388 2.5768 -0.01
H 1.3682 -2.2254 -0.3008 0.06
H 0.2279 -2.9146 0.6859 0.05
H 1.3160 -0.2483 0.9694 0.10
H -0.3750 -0.6503 1.3961 0.09
H 0.8287 -2.5201 2.6389 0.05
H 2.0895 -1.5441 2.6896 0.05

***

Most stable pick: run three. Distance to second place: 2.2 kcal/mol.

***

Run one
18
Properties=species:S:1:pos:R:3:lowdin_charge:R:1 method="wB97M-V/def2-TZVPD" e_lumo_ev=0.962 homo_lumo_gap_ha=0.363 smiles=NCCCN.O multiplicity=1 homo_energy_ev=-8.92
C -1.7808 0.1879 0.6123 -0.30
C -0.4243 0.0241 -0.0400 -0.22
C 0.1085 -1.4146 0.1593 -0.28
N 1.3893 -1.6446 -0.5234 -0.02
N -2.0946 1.6144 0.6701 -0.02
H -1.8097 -0.1251 1.6654 0.12
H -2.5229 -0.3924 0.0482 0.10
H 0.3175 0.7312 0.3169 0.09
H -0.4653 0.1878 -1.1305 0.11
H 0.1701 -1.7262 1.2054 0.11
H -0.6810 -2.0730 -0.2291 0.10
H 1.2179 -1.8136 -1.5083 0.07
H 1.9255 -2.4414 -0.2332 0.07
H -2.9243 1.8715 1.1829 0.06
H -1.9774 2.0926 -0.2062 0.06
H 2.5968 0.2075 -0.7447 -0.01
H 1.8233 1.4016 -1.2109 0.02
O 2.5101 1.1481 -0.5842 -0.08

***

Run two
18
Properties=species:S:1:pos:R:3:lowdin_charge:R:1 method="wB97M-V/def2-TZVPD" e_lumo_ev=0.562 homo_lumo_gap_ha=0.329 smiles=CNCCN.O multiplicity=1 homo_energy_ev=-8.40
N 0.7249 0.5826 2.0858 -0.03
C 0.3166 0.7141 0.6661 -0.32
C -1.1557 0.6978 0.3403 -0.25
N -1.4827 0.7831 -1.1324 -0.12
C -0.5079 -0.0153 -1.9316 -0.14
H 1.5296 -0.1236 2.2400 0.10
H 0.0812 0.6555 2.8462 0.04
H 0.7043 1.7760 0.4064 0.13
H 0.8811 -0.0333 0.0966 0.05
H -1.6137 -0.2069 0.8768 0.13
H -1.6764 1.4269 0.8644 0.08
H -1.3787 1.8082 -1.4283 0.12
H -1.1678 -0.9266 -2.3473 0.11
H -0.1085 0.5364 -2.7403 0.06
H 0.2297 -0.4629 -1.2963 0.01
H 0.8876 -2.7485 0.0822 0.06
H 1.7385 -2.5061 -0.9111 0.08
O 1.6599 -2.1419 0.0235 -0.09

***

Most stable pick: run one. Distance to second place: 41.5 kcal/mol.